Density functional theory data (wB97M-V/def2-TZVPD) for a cluster of 5 separate species, C18H30Br8FN4O3 in total in a non-equilibrium geometry.

Structure (ORCA input):
```
! RIJCOSX wB97M-V def2-TZVPD def2/J DEFGRID3
* xyz 1 1
N 5.863 -1.308 -0.535
C 4.616 -0.407 -0.661
N 4.502 0.317 0.664
N 4.876 0.482 -1.858
C 3.370 -1.429 -0.997
C 1.894 -0.894 -0.527
C 1.552 0.740 -0.626
C 0.095 1.357 -0.123
C -0.323 2.942 -0.146
O 0.197 3.751 0.781
O -1.287 3.557 -1.100
C -1.002 0.276 0.439
C -0.570 -1.317 0.486
N 0.799 -1.843 0.005
C 0.970 -3.359 0.100
C -0.316 -4.001 -0.755
O -0.777 -5.201 -0.377
F -0.942 -3.349 -1.932
H 5.727 -1.754 0.422
H 5.774 -2.109 -1.207
H 4.282 1.326 0.415
H 5.457 0.363 1.123
H 4.350 1.383 -1.822
H 5.909 0.644 -1.875
H 3.677 -2.480 -0.576
H 3.339 -1.524 -2.186
H 2.325 1.539 -1.032
H -1.756 4.256 -0.524
H -2.074 0.607 0.796
H -1.396 -2.056 0.929
H 1.927 -3.768 -0.434
H 0.846 -3.686 1.217
Br -5.834 -5.239 3.345
C -4.796 -5.772 1.782
C -3.315 -5.765 2.081
Br -2.606 -3.948 2.095
H -5.078 -5.100 0.967
H -5.137 -6.785 1.547
H -2.760 -6.280 1.291
H -3.065 -6.213 3.046
Br -8.039 -3.871 5.616
C -7.588 -2.284 4.576
C -7.817 -1.023 5.376
Br -9.715 -0.583 5.472
H -8.177 -2.327 3.656
H -6.528 -2.397 4.330
H -7.351 -0.164 4.885
H -7.453 -1.089 6.405
Br 7.710 2.772 -3.624
C 7.987 4.231 -2.360
C 7.823 3.758 -0.934
Br 5.940 3.541 -0.475
H 7.292 5.029 -2.635
H 9.012 4.571 -2.538
H 8.202 4.507 -0.233
H 8.313 2.800 -0.736
Br -3.625 7.553 -4.921
C -3.102 5.740 -4.429
C -4.096 5.125 -3.472
Br -3.863 5.824 -1.666
H -2.088 5.800 -4.023
H -3.079 5.185 -5.372
H -3.930 4.047 -3.384
H -5.137 5.305 -3.753
*
```

Results
highest occupied orbital energy	-0.41874	Eh
frontier orbital gap	6.12	eV

***

Density functional theory data (wB97M-V/def2-TZVPD) for a cluster of 3 separate species, C25H49BClNO10PS2 in total in a non-equilibrium geometry.

Structure (ORCA input):
```
! RIJCOSX wB97M-V def2-TZVPD def2/J DEFGRID3
* xyz 1 1
C 2.763 -0.136 2.925
C 3.020 0.886 2.054
C 1.933 1.386 1.094
C 2.265 1.544 -0.416
C 2.953 2.949 -0.537
C 4.096 3.484 0.321
O 5.217 3.723 -0.048
Cl 3.728 4.128 1.992
C 0.897 2.005 -1.148
S -0.537 2.534 -0.122
C 0.568 1.065 -2.412
O 0.980 1.831 -3.551
B -0.969 0.835 -2.760
O -1.863 1.886 -2.746
O -1.440 -0.357 -3.261
C -2.721 -0.750 -2.733
C 1.457 -0.131 -1.947
S 0.208 -0.821 -0.709
P 1.514 -1.354 -3.343
O 2.850 -1.813 -3.716
O 0.913 -0.749 -4.708
O 0.653 -2.684 -3.009
N 2.695 0.315 -1.209
C 3.052 -0.862 -0.331
O 2.966 -2.080 -0.984
C 3.714 -3.094 -0.319
C 3.941 0.416 -2.087
C 3.708 1.090 -3.458
C 5.218 1.121 -1.581
C 5.858 0.837 -0.229
C 7.243 1.531 -0.096
H 2.695 0.119 3.980
H 2.582 -1.163 2.613
H 3.994 1.356 2.138
H 1.745 2.365 1.516
H 1.101 0.725 1.309
H 3.201 3.199 -1.566
H 2.188 3.677 -0.265
H 1.018 2.922 -1.707
H -0.022 3.463 0.708
H 0.346 2.544 -3.700
H -2.368 1.931 -1.927
H -3.508 -0.171 -3.207
H -2.774 -0.650 -1.645
H -2.825 -1.810 -2.946
H -0.579 -1.644 -1.421
H 0.090 -1.203 -4.930
H 0.612 -3.143 -3.860
H 2.447 -0.935 0.574
H 4.062 -0.763 0.068
H 3.920 -2.864 0.728
H 4.628 -3.276 -0.883
H 3.125 -4.006 -0.331
H 4.293 -0.568 -2.383
H 3.550 2.165 -3.383
H 2.932 0.656 -4.076
H 4.631 0.964 -4.016
H 5.992 0.855 -2.302
H 5.141 2.194 -1.753
H 6.072 -0.235 -0.166
H 5.272 1.097 0.650
H 7.518 2.063 -1.003
H 7.136 2.299 0.669
H 7.995 0.835 0.257
C -5.469 -3.946 0.405
C -6.258 -2.899 1.184
C -5.189 -1.866 1.490
O -4.241 -1.915 0.405
C -4.503 -3.082 -0.389
H -6.088 -4.581 -0.227
H -4.917 -4.587 1.096
H -7.028 -2.462 0.544
H -6.739 -3.287 2.078
H -4.657 -2.107 2.416
H -5.591 -0.861 1.576
H -4.952 -2.754 -1.334
H -3.564 -3.594 -0.609
C -6.302 1.532 4.928
C -6.278 0.334 5.869
C -7.035 -0.710 5.062
O -6.781 -0.424 3.679
C -6.163 0.862 3.570
H -5.518 2.261 5.124
H -7.266 2.041 4.998
H -5.247 0.008 6.030
H -6.729 0.527 6.840
H -8.114 -0.637 5.232
H -6.717 -1.728 5.286
H -5.108 0.712 3.309
H -6.642 1.427 2.769
*
```

Results
highest occupied orbital energy	-0.40856	Eh
frontier orbital gap	8.32	eV

***

Density functional theory data (wB97M-V/def2-TZVPD) for a structure of composition C18H37OP3ReS in a non-equilibrium geometry.

Structure (ORCA input):
```
! RIJCOSX wB97M-V def2-TZVPD def2/J DEFGRID3
* xyz 4 4
Re 1.305 0.831 0.541
P -0.503 1.026 2.137
P 2.101 -1.236 1.116
P -2.010 -1.637 -0.337
H 2.325 3.300 -0.205
C 1.359 2.887 -0.524
C 0.255 3.005 0.379
H 0.419 3.653 1.257
C -0.433 2.218 3.528
C -0.776 -0.498 3.104
C -2.220 1.291 1.542
C 3.278 -1.906 -0.128
C 3.020 -1.365 2.697
C 1.023 -2.731 1.273
C -3.258 -0.677 -1.279
C -3.090 -2.594 0.828
C -1.619 -2.848 -1.657
H 1.144 2.960 -1.592
H -0.773 3.035 -0.022
H -0.165 3.222 3.191
H 0.300 1.888 4.273
H -1.429 2.249 3.986
H 0.159 -0.891 3.508
H -1.263 -1.264 2.493
H -1.435 -0.260 3.945
H -2.302 1.973 0.693
H -2.793 1.724 2.368
H -2.693 0.340 1.264
H 3.533 -2.946 0.126
H 4.181 -1.282 -0.133
H 2.807 -1.872 -1.122
H 3.274 -2.418 2.884
H 2.418 -0.994 3.536
H 3.940 -0.772 2.636
H 1.692 -3.593 1.425
H 0.429 -2.880 0.357
H 0.348 -2.653 2.136
H -3.046 -0.762 -2.355
H -3.245 0.384 -1.002
H -4.259 -1.089 -1.078
H -3.757 -3.231 0.231
H -3.684 -1.901 1.445
H -2.469 -3.221 1.487
H -1.805 -2.388 -2.633
H -2.275 -3.716 -1.530
H -0.573 -3.158 -1.593
C 0.094 0.882 -2.775
C 1.014 0.165 -3.568
C 1.289 0.615 -4.869
C 0.679 1.776 -5.358
C -0.236 2.481 -4.570
C -0.522 2.041 -3.279
S -0.319 0.401 -1.104
H 2.938 0.721 0.264
H 1.482 -0.735 -3.162
H 1.995 0.070 -5.503
H 0.942 2.148 -6.354
H -0.725 3.384 -4.944
H -1.225 2.585 -2.645
O 2.869 2.455 2.730
C 2.293 1.808 1.941
*
```

Results
highest occupied orbital energy (spin up / spin down)	-0.79096 / -0.81789	Eh
frontier orbital gap (spin up / spin down)	5.92 / 5.62	eV
energy above the lowest of the compared OMol25 structures with the same formula, charge and spin	70.02	kcal per mole
⟨S²⟩	3.79

***

no.,calculated total energy (hartree)
1,-21839.96069
2,-3411.54182
3,-2282.09411